1.
Entry from the OMol25 dataset: a 3-piece molecular cluster, C5H13O3 overall in a non-equilibrium geometry (wB97M-V/def2-TZVPD).

Properties
HOMO   -3.93 eV
LUMO level   3.45 eV
HOMO-LUMO gap   7.38 eV
Total charge   -1
Energy relative to the best compared isomer or geometry (same formula, charge and spin)   1.358 eV

Atoms and positions in Å:
C 0.85 1.64 0.29
O -0.21 1.49 1.19
C 1.34 0.30 -0.40
C 0.31 -0.27 -1.44
C -1.16 -0.11 -1.13
C -1.97 0.50 -1.99
H 1.72 1.95 0.91
H 0.53 2.33 -0.52
H 2.27 0.37 -0.96
H 1.43 -0.38 0.42
H 0.38 -1.37 -1.50
H 0.57 0.24 -2.39
H -1.52 -0.44 -0.17
H -1.68 0.94 -2.94
H -3.04 0.71 -1.88
H 0.08 -1.90 2.65
H -1.04 -2.11 1.46
O -1.05 -2.08 2.41
H 1.22 -1.07 1.78
H -0.27 0.57 1.49
O 1.25 -1.30 2.72

2.
Entry from the OMol25 dataset: a 2-piece molecular cluster, C5H13OS overall (wB97M-V/def2-TZVPD).

Properties
HOMO   -2.72 eV
LUMO level   3.47 eV
HOMO-LUMO gap   6.20 eV
Total charge   -1
Energy relative to the best compared isomer or geometry (same formula, charge and spin)   1.544 eV

Atoms and positions in Å:
C 1.46 -3.44 -0.03
C 1.00 -2.38 0.95
S 0.20 -1.00 0.08
C -0.09 0.18 1.40
H 1.83 -4.32 0.50
H 2.27 -3.07 -0.65
H 0.64 -3.76 -0.67
H 1.86 -1.98 1.49
H 0.31 -2.82 1.67
H -0.88 -0.21 2.05
H 0.82 0.33 1.99
H -0.40 1.20 0.99
C -1.39 2.44 -0.74
O -0.70 2.69 0.40
C -0.56 2.76 -2.01
H -2.36 2.99 -0.80
H -1.68 1.35 -0.82
H -1.13 2.71 -2.95
H 0.28 2.07 -2.05
H -0.15 3.77 -1.88

3.
Entry from the OMol25 dataset: a 2-piece molecular cluster, C5H13OS overall in a non-equilibrium geometry (wB97M-V/def2-TZVPD).

Properties
HOMO   -13.71 eV
LUMO level   -3.21 eV
HOMO-LUMO gap   10.49 eV
Total charge   +1
Energy relative to the best compared isomer or geometry (same formula, charge and spin)   1.878 eV

Atoms and positions in Å:
C -2.54 0.88 0.27
C 1.73 -1.02 0.88
C 2.51 0.78 -0.57
C -2.02 -0.56 0.23
C -1.27 -1.34 -0.58
O 0.28 1.24 0.33
S 0.92 0.04 -0.37
H -3.56 0.88 -0.09
H -2.66 1.29 1.28
H -1.92 1.44 -0.34
H 2.57 -0.42 1.27
H 2.12 -1.86 0.29
H 1.14 -1.44 1.68
H 3.32 0.23 -1.09
H 2.86 1.16 0.35
H 2.36 1.64 -1.23
H -0.70 1.23 0.66
H -2.37 -1.18 1.09
H -0.95 -1.13 -1.59
H -1.12 -2.34 -0.21

4.
Entry from the OMol25 dataset: a 2-piece molecular cluster, C5H13PSi overall in a non-equilibrium geometry (wB97M-V/def2-TZVPD).

Properties
HOMO (alpha / beta)   -8.09 / -8.76 eV
LUMO level (alpha / beta)   -0.17 / -1.08 eV
HOMO-LUMO gap (alpha / beta)   7.92 / 7.68 eV
Multiplicity   3

Atoms and positions in Å:
C -2.84 -0.85 -0.35
C -4.09 -0.77 0.41
C 2.47 -0.23 1.14
C 1.53 1.78 -1.04
C 0.53 -1.18 -1.09
Si 0.98 0.29 0.05
P -0.75 0.88 1.32
H -2.99 -0.53 -1.39
H -5.02 -0.94 -0.14
H -4.06 -1.36 1.33
H -4.08 0.29 0.71
H 3.33 -0.48 0.52
H 2.76 0.57 1.81
H 2.22 -1.10 1.73
H 2.37 1.51 -1.67
H 0.73 2.11 -1.68
H 1.84 2.62 -0.42
H 1.41 -1.55 -1.61
H 0.10 -1.99 -0.51
H -0.20 -0.88 -1.83

5.
Entry from the OMol25 dataset: a 2-piece molecular cluster, C5H13S2 overall in a non-equilibrium geometry (wB97M-V/def2-TZVPD).

Properties
HOMO   -2.23 eV
LUMO level   3.02 eV
HOMO-LUMO gap   5.25 eV
Total charge   -1
Energy relative to the best compared isomer or geometry (same formula, charge and spin)   1.034 eV

Atoms and positions in Å:
C 2.49 1.19 -0.92
C 1.53 0.21 -0.29
C 1.89 -0.26 1.13
S 0.46 -1.26 1.76
H 2.25 1.27 -2.00
H 3.55 0.93 -0.86
H 2.32 2.22 -0.46
H 0.54 0.68 -0.17
H 1.35 -0.74 -0.83
H 2.03 0.55 1.84
H 2.78 -0.89 1.11
H 1.04 -1.84 2.84
C -3.58 -0.33 -0.40
C -2.07 -0.28 -0.19
S -1.25 0.50 -1.63
H -3.71 -0.73 -1.44
H -3.95 0.72 -0.44
H -4.17 -0.95 0.28
H -1.58 -1.27 -0.08
H -1.94 0.29 0.76

6.
Entry from the OMol25 dataset: a 2-piece molecular cluster, C5H14 overall in a non-equilibrium geometry (wB97M-V/def2-TZVPD).

Properties
HOMO (alpha / beta)   1.51 / -7.69 eV
LUMO level (alpha / beta)   3.94 / 3.84 eV
HOMO-LUMO gap (alpha / beta)   2.42 / 11.53 eV
Total charge   -1
Multiplicity   2
Energy relative to the best compared isomer or geometry (same formula, charge and spin)   0.347 eV

Atoms and positions in Å:
C 0.49 -1.85 1.36
C 0.29 -2.98 2.41
H -0.15 -0.99 1.59
H 1.51 -1.52 1.31
H 0.26 -2.20 0.32
H 0.28 -2.58 3.42
H -0.67 -3.40 2.14
H 1.12 -3.66 2.33
C -0.79 1.80 -0.98
C -0.27 2.86 -2.01
C 0.09 0.54 -0.99
H -0.76 2.26 0.01
H -1.82 1.59 -1.26
H -0.14 2.54 -3.05
H 1.14 0.88 -1.02
H -0.10 -0.03 -0.09
H -0.14 -0.12 -1.81
H -1.04 3.66 -2.00
H 0.70 3.19 -1.68